The following is a quantum chemistry calculation of a structure of composition C25H19BrFFeN4, from the Open Molecules 2025 dataset.

Geometry as ORCA input:
```
! RIJCOSX wB97M-V def2-TZVPD def2/J DEFGRID3
* xyz 2 2
Fe -0.16 0.24 -0.72
Br 7.10 -0.49 -0.49
C 5.25 -0.72 -0.69
C 4.69 -1.99 -0.53
C 3.33 -2.16 -0.66
C 2.52 -1.07 -0.94
C 3.08 0.19 -1.11
C 4.45 0.37 -0.98
N 1.09 -1.18 -1.09
C 0.51 -2.29 -1.33
C -0.94 -2.29 -1.56
C -1.67 -3.45 -1.74
C -3.04 -3.33 -1.98
C -3.61 -2.07 -2.04
C -2.80 -0.96 -1.84
N -1.50 -1.06 -1.60
H 5.33 -2.83 -0.32
H 2.92 -3.15 -0.51
H 2.45 1.01 -1.41
H 4.89 1.34 -1.13
H 1.06 -3.22 -1.43
H -1.19 -4.41 -1.69
H -3.64 -4.22 -2.11
H -4.66 -1.94 -2.25
H -3.22 0.04 -1.89
N 0.88 0.18 3.20
C 1.13 0.30 1.90
N 0.02 0.24 1.17
C -1.03 0.08 2.09
C -2.41 -0.03 1.89
C -3.19 -0.18 3.02
C -2.63 -0.22 4.31
C -1.28 -0.11 4.51
C -0.49 0.04 3.37
H 1.57 0.20 3.93
H 2.13 0.42 1.50
H -2.86 0.02 0.91
H -4.27 -0.28 2.91
H -3.29 -0.33 5.16
H -0.85 -0.12 5.50
F -1.20 5.91 -1.17
C -0.84 4.64 -1.19
C 0.42 4.30 -0.69
C 0.81 2.98 -0.68
C -0.09 2.04 -1.19
C -1.31 2.37 -1.75
C -1.71 3.71 -1.72
H 1.06 5.09 -0.31
H 1.77 2.72 -0.27
H -1.95 1.64 -2.22
H -2.66 4.03 -2.13
*
```

Results
Strongest force on any atom in eV/Å: 0.75
Calculated total energy in eV: -139325.458
Relative energy (zero: lowest compared OMol25 entry of this formula, charge and spin) in kJ/mol: 54.2
Expectation value of S²: 0.86

=====

The following is a quantum chemistry calculation of a structure of composition C25H19Cl2N4ORhS in a non-equilibrium geometry, from the Open Molecules 2025 dataset.

Geometry as ORCA input:
```
! RIJCOSX wB97M-V def2-TZVPD def2/J DEFGRID3
* xyz 0 1
Rh -0.02 -0.04 0.15
N 0.28 -4.06 -0.97
C 0.36 -2.85 -0.40
O -0.63 -2.09 -0.41
C 1.64 -2.49 0.29
C 1.82 -0.98 0.43
H -0.60 -4.33 -1.39
H 1.05 -4.69 -1.00
H 2.48 -2.97 -0.22
H 1.55 -2.94 1.29
H 2.54 -0.59 -0.28
H 2.22 -0.77 1.42
N -4.71 4.36 -8.01
C -4.23 3.87 -7.09
C -3.62 3.26 -5.94
C -3.02 4.05 -4.96
C -2.42 3.47 -3.87
C -2.39 2.08 -3.73
C -3.00 1.29 -4.70
C -3.62 1.87 -5.79
C -1.69 1.45 -2.58
C -2.34 1.51 -1.35
C -3.61 2.11 -1.10
C -3.93 1.80 0.19
C -2.85 1.02 0.70
N -1.91 0.86 -0.21
C -0.52 0.73 -2.86
C 0.02 0.53 -4.16
C 1.12 -0.28 -4.01
C 1.25 -0.53 -2.63
N 0.30 0.09 -1.93
H -3.02 5.13 -5.09
H -1.94 4.08 -3.11
H -3.00 0.22 -4.58
H -4.11 1.26 -6.54
H -4.19 2.66 -1.82
H -4.82 2.07 0.74
H -2.77 0.58 1.68
H -0.37 0.96 -5.07
H 1.77 -0.66 -4.78
H 2.01 -1.13 -2.16
Cl 0.78 2.25 0.90
C 0.09 2.36 2.50
C 0.06 3.60 3.10
C -0.50 3.73 4.36
C -1.00 2.62 5.01
C -0.94 1.38 4.40
Cl -1.58 0.01 5.23
C -0.39 1.21 3.11
S -0.35 -0.37 2.38
H 0.45 4.47 2.58
H -0.55 4.70 4.83
H -1.44 2.70 5.99
*
```

Results
Strongest force on any atom in eV/Å: 1.53
Calculated total energy in eV: -73130.131
Relative energy (zero: lowest compared OMol25 entry of this formula, charge and spin) in kJ/mol: 8.1

=====

The following is a quantum chemistry calculation of a structure of composition C25H19F6N6O4PtS2Se in a non-equilibrium geometry, from the Open Molecules 2025 dataset.

Geometry as ORCA input:
```
! RIJCOSX wB97M-V def2-TZVPD def2/J DEFGRID3
* xyz 3 1
Pt 0.04 0.34 0.03
C 0.13 3.71 -1.08
C 1.04 3.43 0.08
C 1.88 4.46 0.51
C 2.74 4.25 1.56
C 2.76 3.01 2.18
C 1.92 2.02 1.74
N 1.07 2.22 0.69
C 1.96 0.67 2.31
C 2.62 0.31 3.47
C 2.65 -1.03 3.84
C 2.02 -1.98 3.05
C 1.36 -1.55 1.91
N 1.33 -0.26 1.59
C 0.61 -2.42 1.00
C 0.78 -3.79 0.95
C -0.02 -4.52 0.08
C -0.98 -3.89 -0.69
C -1.10 -2.50 -0.62
C -2.18 -1.80 -1.40
N -0.29 -1.80 0.19
H -0.63 4.43 -0.79
H -0.35 2.81 -1.45
H 0.69 4.18 -1.89
H 1.84 5.41 -0.01
H 3.42 5.03 1.88
H 3.45 2.82 2.99
H 3.10 1.06 4.08
H 3.16 -1.32 4.75
H 2.03 -3.02 3.33
H 1.53 -4.27 1.56
H 0.09 -5.60 0.02
H -1.63 -4.45 -1.35
H -2.30 -2.24 -2.39
H -1.97 -0.74 -1.50
H -3.13 -1.91 -0.87
F 2.20 -2.44 -4.44
C 1.20 -2.10 -3.69
F 1.63 -1.73 -2.49
F 0.31 -3.05 -3.56
S 0.27 -0.65 -4.43
O -0.64 -0.09 -3.18
O -0.59 -1.15 -5.42
N 1.23 0.51 -4.72
S 1.40 1.68 -3.66
O 1.51 2.97 -4.27
O -0.03 0.83 -2.29
C 3.18 1.32 -2.94
F 3.64 2.47 -2.55
F 3.05 0.51 -1.91
F 3.89 0.78 -3.87
Se -2.51 2.62 0.58
N -1.91 0.94 0.92
C -2.94 0.24 1.42
C -2.93 -1.10 1.88
C -4.09 -1.64 2.36
C -5.31 -0.90 2.42
C -5.37 0.39 2.01
C -4.18 1.00 1.52
N -4.11 2.26 1.13
H -2.01 -1.66 1.89
H -4.09 -2.66 2.71
H -6.19 -1.38 2.82
H -6.28 0.97 2.03
*
```

Results
Strongest force on any atom in eV/Å: 3.73
Calculated total energy in eV: -149897.238
Relative energy (zero: lowest compared OMol25 entry of this formula, charge and spin) in kJ/mol: 187.1

=====

The following is a quantum chemistry calculation of a structure of composition C25H19NO5PPdTe4 in a non-equilibrium geometry, from the Open Molecules 2025 dataset.

Geometry as ORCA input:
```
! RIJCOSX wB97M-V def2-TZVPD def2/J DEFGRID3
* xyz 1 1
Pd 2.72 0.13 -0.37
O 2.42 -4.50 -1.59
C 2.47 -3.27 -1.10
O 2.50 -2.28 -1.81
C 2.47 -3.20 0.39
C 2.34 -4.32 1.19
C 2.32 -4.15 2.56
C 2.41 -2.88 3.09
C 2.56 -1.80 2.21
N 2.60 -1.97 0.90
C 2.66 -0.37 2.77
O 2.41 -0.20 3.95
O 3.01 0.51 1.91
H 2.40 -4.49 -2.55
H 2.26 -5.30 0.73
H 2.21 -5.01 3.21
H 2.38 -2.67 4.15
Te 5.14 -0.64 -1.04
Te 4.89 1.69 0.15
Te 2.59 3.85 -2.80
Te 2.45 2.75 -0.42
O 0.58 0.04 0.38
P -0.69 0.70 -0.13
C -2.07 -0.34 0.36
C -1.77 -1.59 0.89
C -2.80 -2.45 1.25
C -4.12 -2.06 1.06
C -4.41 -0.81 0.54
C -3.39 0.06 0.19
C -0.93 2.35 0.59
C -1.07 2.38 1.98
C -1.24 3.59 2.63
C -1.28 4.78 1.90
C -1.13 4.74 0.52
C -0.96 3.53 -0.14
C -0.74 0.85 -1.94
C -1.77 1.57 -2.56
C -1.79 1.70 -3.94
C -0.81 1.10 -4.71
C 0.19 0.34 -4.11
C 0.22 0.23 -2.73
H -0.74 -1.88 1.04
H -2.57 -3.42 1.67
H -4.92 -2.73 1.33
H -5.44 -0.51 0.41
H -3.62 1.04 -0.20
H -1.05 1.46 2.54
H -1.36 3.62 3.70
H -1.42 5.72 2.40
H -1.16 5.66 -0.06
H -0.88 3.53 -1.22
H -2.54 2.02 -1.96
H -2.58 2.27 -4.41
H -0.84 1.19 -5.79
H 0.93 -0.16 -4.72
H 0.97 -0.41 -2.28
*
```

Results
Strongest force on any atom in eV/Å: 1.64
Calculated total energy in eV: -79897.209
Relative energy (zero: lowest compared OMol25 entry of this formula, charge and spin) in kJ/mol: 296.9

=====

The following is a quantum chemistry calculation of a structure of composition C25H20BF2IN5O5ReS2 in a non-equilibrium geometry, from the Open Molecules 2025 dataset.

Geometry as ORCA input:
```
! RIJCOSX wB97M-V def2-TZVPD def2/J DEFGRID3
* xyz 1 2
Re -0.44 -0.33 0.04
C -1.19 4.20 1.06
C -1.12 3.29 2.23
N -1.45 3.72 3.41
C -1.43 2.91 4.47
C -1.08 1.58 4.40
C -1.15 0.71 5.63
O 0.06 0.04 5.91
C -0.69 1.05 3.14
C -0.26 -0.30 3.04
N -0.02 -0.99 1.95
C 0.44 -2.31 2.23
C -0.33 -3.17 3.01
C 0.16 -4.41 3.38
C 1.41 -4.81 2.96
C 2.18 -3.99 2.15
C 1.69 -2.74 1.80
I 2.90 -1.43 0.66
C -0.72 1.92 2.01
O -0.44 1.55 0.83
H -1.67 5.14 1.34
H -1.75 3.73 0.25
H -0.19 4.41 0.69
H -1.74 3.36 5.40
H -1.90 -0.06 5.48
H -1.47 1.32 6.48
H 0.71 0.67 6.25
H -0.08 -0.80 3.99
H -1.31 -2.85 3.32
H -0.44 -5.04 4.02
H 1.81 -5.77 3.26
H 3.16 -4.29 1.82
O -1.02 4.25 -4.61
S -0.73 2.87 -4.44
O -0.99 1.96 -5.53
N -1.48 2.19 -3.12
C -0.64 1.52 -2.41
O -0.95 0.64 -1.56
C 0.80 1.75 -2.74
C 1.90 1.23 -2.09
C 3.16 1.48 -2.61
C 3.31 2.24 -3.76
C 2.20 2.79 -4.40
C 0.95 2.53 -3.88
H 1.78 0.65 -1.18
H 4.02 1.06 -2.11
H 4.30 2.43 -4.15
H 2.31 3.39 -5.28
F -3.17 0.30 1.09
B -2.45 -0.66 0.57
F -3.06 -1.82 0.52
S -0.17 -2.59 -1.01
C -0.23 -2.38 -2.69
N -0.17 -3.50 -3.48
C -0.32 -3.40 -4.81
C -0.53 -2.18 -5.39
C -0.51 -1.05 -4.53
N -0.34 -1.18 -3.24
H -0.03 -4.40 -3.04
H -0.26 -4.32 -5.38
H -0.68 -2.06 -6.44
H -0.65 -0.04 -4.91
*
```

Results
Strongest force on any atom in eV/Å: 2.77
Calculated total energy in eV: -81945.726
Relative energy (zero: lowest compared OMol25 entry of this formula, charge and spin) in kJ/mol: 233.0
Expectation value of S²: 0.76

=====

The following is a quantum chemistry calculation of a structure of composition C25H20Br2N4O7SV in a non-equilibrium geometry, from the Open Molecules 2025 dataset.

Geometry as ORCA input:
```
! RIJCOSX wB97M-V def2-TZVPD def2/J DEFGRID3
* xyz 0 2
V 0.29 -0.29 -0.04
O -1.66 -2.82 -2.83
C -1.65 -3.92 -2.06
C -2.32 -5.05 -2.53
C -2.33 -6.21 -1.78
C -1.71 -6.27 -0.54
C -1.07 -5.16 -0.05
C -1.01 -3.98 -0.81
C -0.28 -2.83 -0.29
O 0.10 -1.86 -1.06
N 0.14 -2.86 0.97
N 0.80 -1.74 1.25
C 1.59 -1.64 2.26
C 2.56 -0.58 2.32
C 3.46 -0.46 3.39
C 4.49 0.46 3.35
C 4.65 1.27 2.23
C 3.79 1.16 1.15
C 2.72 0.27 1.20
O 1.85 0.19 0.22
H -1.29 -2.07 -2.34
H -2.81 -4.99 -3.49
H -2.84 -7.09 -2.17
H -1.73 -7.18 0.03
H -0.59 -5.17 0.92
H 1.63 -2.44 2.99
H 3.34 -1.12 4.24
H 5.17 0.55 4.19
H 5.45 1.99 2.19
H 3.91 1.79 0.27
C -4.24 4.31 -0.92
C -3.06 3.87 -0.10
C -3.10 3.94 1.28
C -2.02 3.47 2.02
C -0.95 2.97 1.31
Br 0.60 2.40 2.24
N -0.87 2.92 0.00
C -1.92 3.35 -0.69
H -4.70 5.19 -0.47
H -4.97 3.50 -0.93
H -3.95 4.53 -1.94
H -3.97 4.33 1.79
H -2.02 3.46 3.10
H -1.84 3.26 -1.77
O -3.25 0.68 0.46
S -2.16 -0.18 0.13
O -2.43 -1.59 0.15
O -0.99 0.04 1.14
O -1.44 0.20 -1.12
Br 2.15 4.88 -2.22
C 1.55 3.16 -2.75
C 1.19 2.91 -4.06
C 0.77 1.63 -4.37
C 0.72 0.67 -3.37
N 1.06 0.93 -2.11
C 1.46 2.15 -1.80
H 1.26 3.68 -4.81
H 0.47 1.38 -5.38
H 0.42 -0.35 -3.59
H 1.75 2.34 -0.77
*
```

Results
Strongest force on any atom in eV/Å: 4.69
Calculated total energy in eV: -223151.997
Relative energy (zero: lowest compared OMol25 entry of this formula, charge and spin) in kJ/mol: 145.1
Expectation value of S²: 0.76

=====

The following is a quantum chemistry calculation of a structure of composition C25H20BrCrF3N2Si, from the Open Molecules 2025 dataset.

Geometry as ORCA input:
```
! RIJCOSX wB97M-V def2-TZVPD def2/J DEFGRID3
* xyz 0 5
Cr 0.27 -1.02 1.62
Br -6.86 -2.75 0.35
C -5.20 -1.90 0.70
C -5.18 -0.73 1.45
C -3.96 -0.12 1.70
C -2.78 -0.66 1.21
C -2.83 -1.84 0.47
C -4.04 -2.46 0.21
N -1.52 -0.07 1.45
C -1.40 1.26 1.49
C -0.11 1.80 1.66
C 0.18 3.18 1.64
C 1.48 3.59 1.76
C 2.51 2.63 1.88
C 2.17 1.31 1.88
N 0.89 0.88 1.79
H -6.09 -0.32 1.84
H -3.93 0.77 2.31
H -1.91 -2.25 0.07
H -4.07 -3.37 -0.37
H -2.26 1.91 1.31
H -0.63 3.89 1.54
H 1.72 4.65 1.75
H 3.55 2.92 1.96
H 2.92 0.53 1.95
F 2.31 -3.31 1.66
C 1.55 -2.45 2.34
F 1.80 -2.68 3.62
F 0.12 -3.03 2.16
C -2.34 0.26 -3.54
C -1.76 1.13 -2.63
C -0.73 0.69 -1.81
C -0.25 -0.63 -1.89
C -0.86 -1.48 -2.82
C -1.89 -1.04 -3.63
Si 1.05 -1.28 -0.72
C 2.69 -0.37 -0.90
C 2.79 0.88 -1.51
C 4.00 1.57 -1.53
C 5.13 1.02 -0.94
C 5.04 -0.23 -0.34
C 3.84 -0.92 -0.32
H -3.16 0.61 -4.17
H -2.11 2.15 -2.55
H -0.30 1.38 -1.09
H -0.51 -2.51 -2.90
H -2.35 -1.73 -4.34
H 1.26 -2.71 -1.07
H 1.92 1.32 -1.99
H 4.06 2.53 -2.02
H 6.07 1.55 -0.96
H 5.92 -0.67 0.12
H 3.79 -1.89 0.16
*
```

Results
Strongest force on any atom in eV/Å: 0.17
Calculated total energy in eV: -143723.516
Relative energy (zero: lowest compared OMol25 entry of this formula, charge and spin) in kJ/mol: 0.0
Expectation value of S²: 6.19

=====

The following is a quantum chemistry calculation of a structure of composition C25H20BrN5O2S5SbTc, from the Open Molecules 2025 dataset.

Geometry as ORCA input:
```
! RIJCOSX wB97M-V def2-TZVPD def2/J DEFGRID3
* xyz 2 1
Tc 1.30 1.02 -0.02
C 0.39 4.60 -2.47
C -0.16 3.99 -3.59
C -0.20 2.61 -3.67
C 0.30 1.83 -2.63
C 0.81 2.46 -1.47
C 0.87 3.84 -1.41
C 0.35 0.36 -2.70
C -0.19 -0.40 -3.76
C -0.13 -1.76 -3.72
C 0.53 -2.41 -2.65
C 0.67 -3.82 -2.60
C 1.39 -4.40 -1.60
C 2.04 -3.60 -0.64
C 1.91 -2.23 -0.65
C 1.12 -1.62 -1.65
N 0.95 -0.25 -1.66
H 0.45 5.68 -2.42
H -0.53 4.59 -4.41
H -0.61 2.15 -4.56
H 1.30 4.33 -0.55
H -0.65 0.11 -4.59
H -0.56 -2.35 -4.51
H 0.20 -4.41 -3.37
H 1.50 -5.47 -1.56
H 2.66 -4.06 0.11
H 2.45 -1.62 0.05
C -4.10 1.12 0.12
C -3.07 1.88 0.87
N -3.28 2.75 1.80
N -2.03 3.17 2.20
C -1.06 2.57 1.52
S 0.63 2.68 1.68
N -1.70 1.74 0.67
N -0.98 0.96 -0.25
H -5.08 1.44 0.46
H -4.00 0.05 0.31
H -4.02 1.30 -0.95
H -1.94 3.85 2.93
H -1.20 1.28 -1.19
H -1.22 -0.02 -0.12
S 5.32 -1.35 -1.09
Sb 6.43 0.25 -0.17
S 2.88 0.89 1.67
S 3.19 1.35 -1.18
S 4.60 2.02 0.10
Br -3.94 -2.64 3.48
C -2.12 -2.41 3.86
C -1.56 -2.99 4.99
C -0.21 -2.80 5.27
C 0.58 -2.03 4.43
C 0.01 -1.46 3.29
C -1.34 -1.66 3.00
C 0.82 -0.65 2.38
O 1.91 -0.15 2.81
O 0.41 -0.42 1.21
H -2.18 -3.57 5.65
H 0.22 -3.25 6.15
H 1.62 -1.87 4.65
H -1.78 -1.21 2.12
*
```

Results
Strongest force on any atom in eV/Å: 0.56
Calculated total energy in eV: -170736.999
Relative energy (zero: lowest compared OMol25 entry of this formula, charge and spin) in kJ/mol: 117.3